[1]
# C36H102NiO36

A structure of composition C36H102NiO36 (wB97M-V/def2-TZVPD, the OMol25 dataset).

Results
- E_tot: -5649.6761 Ha
- <S²>: 2.003
- 2S+1: 3
- HOMO level (alpha / beta): -9.57 / -9.57 eV

Each line ends with the Löwdin spin population.
Cartesian coordinates (Å):
Ni  -1.206  0.199  3.490  1.77
C  -3.541  -0.432  6.602  0.00
C  -2.566  -0.063  5.508  0.01
O  -2.706  -0.631  4.349  0.06
O  -1.628  0.707  5.621  0.03
H  -3.604  0.376  7.332  0.00
H  -3.102  -1.307  7.078  0.00
H  -4.469  -0.805  6.230  0.00
C  -0.306  -0.025  -0.446  0.00
C  -0.475  0.080  1.067  0.00
O  -1.360  -0.666  1.604  0.04
O  0.239  0.844  1.790  0.02
H  -0.415  0.955  -0.952  0.00
H  -1.028  -0.686  -0.857  0.00
H  0.718  -0.396  -0.639  0.00
C  3.336  1.419  0.127  0.00
C  4.847  1.493  0.297  0.00
O  5.154  2.056  1.598  0.00
O  2.823  0.665  1.253  0.00
H  2.979  1.021  -0.843  0.00
H  2.950  2.440  0.134  0.00
H  5.325  2.118  -0.503  0.00
H  5.345  0.538  0.335  0.00
H  4.682  1.450  2.198  0.00
H  1.980  0.983  1.572  0.00
C  -0.842  5.185  -0.250  0.00
C  -0.589  3.716  -0.309  0.00
O  0.143  3.370  -1.504  0.00
O  0.258  5.915  0.277  0.00
H  -1.579  5.458  0.515  0.00
H  -1.149  5.623  -1.185  0.00
H  -1.516  3.163  -0.410  0.00
H  0.034  3.421  0.512  0.00
H  -0.308  2.778  -2.166  0.00
H  0.913  6.228  -0.339  0.00
C  5.382  -1.181  -2.927  0.00
C  5.186  -2.105  -4.114  0.00
O  6.177  -1.782  -5.140  0.00
O  4.166  -1.217  -2.201  0.00
H  5.536  -0.164  -3.286  0.00
H  6.164  -1.529  -2.303  0.00
H  4.162  -1.887  -4.545  0.00
H  5.244  -3.209  -3.933  0.00
H  6.674  -2.563  -5.438  0.00
H  4.296  -1.277  -1.231  0.00
C  -1.047  -4.574  -6.634  0.00
C  -1.051  -3.612  -5.492  0.00
O  -2.383  -3.420  -5.098  0.00
O  -0.951  -5.890  -6.139  0.00
H  -0.183  -4.396  -7.271  0.00
H  -1.952  -4.419  -7.260  0.00
H  -0.639  -2.640  -5.861  0.00
H  -0.473  -4.036  -4.654  0.00
H  -2.484  -3.388  -4.124  0.00
H  -0.084  -6.310  -6.228  0.00
C  -3.759  1.870  3.155  0.00
C  -4.349  2.011  1.789  0.00
O  -4.759  3.327  1.449  0.00
O  -2.380  1.933  3.084  0.03
H  -4.059  0.914  3.523  0.00
H  -4.186  2.625  3.793  0.00
H  -5.225  1.338  1.667  0.00
H  -3.619  1.679  0.989  0.00
H  -5.565  3.514  1.979  0.00
H  -1.935  2.800  2.831  0.00
C  -4.565  1.879  -3.101  0.00
C  -3.978  1.142  -1.905  0.00
O  -3.748  -0.194  -2.294  0.00
O  -3.649  1.876  -4.140  0.00
H  -4.658  2.943  -2.792  0.00
H  -5.575  1.449  -3.351  0.00
H  -4.679  1.202  -1.064  0.00
H  -3.025  1.619  -1.621  0.00
H  -4.304  -0.819  -1.788  0.00
H  -3.588  1.029  -4.636  0.00
C  4.109  -2.497  1.720  0.00
C  5.396  -2.137  2.428  0.00
O  5.356  -0.787  2.894  0.00
O  3.860  -1.758  0.553  0.00
H  3.265  -2.286  2.437  0.00
H  4.245  -3.566  1.484  0.00
H  6.296  -2.296  1.849  0.00
H  5.360  -2.833  3.271  0.00
H  6.154  -0.486  3.332  0.00
H  3.608  -0.852  0.802  0.00
C  -0.688  -4.039  1.975  0.00
C  0.015  -4.026  0.645  0.00
O  0.708  -5.283  0.642  0.00
O  0.253  -3.880  3.090  0.00
H  -1.174  -5.010  1.954  0.00
H  -1.410  -3.212  2.043  0.00
H  0.834  -3.335  0.528  0.00
H  -0.715  -3.968  -0.197  0.00
H  1.403  -5.218  -0.003  0.00
H  1.098  -4.134  2.686  0.00
C  -1.410  4.637  5.142  0.00
C  -2.089  4.848  3.868  0.00
O  -1.459  4.285  2.758  0.00
O  -0.941  3.255  5.429  0.00
H  -2.006  4.983  5.960  0.00
H  -0.432  5.111  5.214  0.00
H  -2.130  5.965  3.726  0.00
H  -3.141  4.462  3.923  0.00
H  -0.465  4.313  2.792  0.00
H  -1.657  2.599  5.568  0.00
C  -1.271  -0.411  -4.237  0.00
C  -0.495  0.828  -4.401  0.00
O  -0.967  1.960  -3.608  0.00
O  -2.414  -0.456  -5.025  0.00
H  -1.542  -0.594  -3.180  0.00
H  -0.564  -1.244  -4.523  0.00
H  -0.379  1.067  -5.448  0.00
H  0.517  0.647  -3.976  0.00
H  -1.914  2.158  -3.784  0.00
H  -2.794  -1.331  -4.892  0.00
C  -2.159  -6.016  -1.922  0.00
C  -2.975  -4.758  -1.566  0.00
O  -2.240  -3.614  -1.919  0.00
O  -0.802  -6.023  -1.490  0.00
H  -1.989  -6.055  -2.998  0.00
H  -2.693  -6.940  -1.634  0.00
H  -3.145  -4.816  -0.492  0.00
H  -3.992  -4.779  -1.967  0.00
H  -2.553  -2.802  -1.418  0.00
H  -0.829  -6.261  -0.574  0.00
C  -5.362  -2.351  2.067  0.00
C  -5.259  -2.450  0.554  0.00
O  -3.905  -2.236  0.043  0.00
O  -5.143  -1.081  2.577  0.00
H  -4.616  -3.020  2.461  0.00
H  -6.359  -2.719  2.313  0.00
H  -5.923  -1.695  0.128  0.00
H  -5.508  -3.401  0.130  0.00
H  -3.303  -1.681  0.571  0.00
H  -4.433  -1.146  3.256  0.00
C  1.957  0.096  4.753  0.00
C  0.966  -1.002  5.180  0.00
O  -0.006  -1.374  4.186  0.03
O  1.339  1.319  4.331  0.00
H  2.718  -0.243  4.010  0.00
H  2.525  0.302  5.650  0.00
H  0.414  -0.627  6.008  0.00
H  1.541  -1.908  5.488  0.00
H  0.229  -2.149  3.635  0.00
H  1.237  1.228  3.381  0.00
C  2.826  5.529  -3.331  0.00
C  3.010  4.107  -3.719  0.00
O  2.950  3.287  -2.646  0.00
O  1.602  5.718  -2.592  0.00
H  2.846  6.155  -4.228  0.00
H  3.706  5.874  -2.719  0.00
H  3.974  3.941  -4.145  0.00
H  2.367  3.742  -4.514  0.00
H  2.127  3.309  -2.139  0.00
H  1.341  4.816  -2.335  0.00
C  1.136  -2.601  -2.443  0.00
C  1.957  -3.856  -2.717  0.00
O  1.693  -4.905  -1.798  0.00
O  1.550  -1.598  -3.390  0.00
H  1.360  -2.211  -1.468  0.00
H  0.069  -2.763  -2.580  0.00
H  3.001  -3.625  -2.517  0.00
H  1.826  -4.174  -3.783  0.00
H  0.770  -5.164  -2.022  0.00
H  2.476  -1.359  -3.179  0.00
C  3.127  4.680  1.856  0.00
C  2.146  5.109  2.959  0.00
O  1.253  4.049  3.268  0.00
O  4.468  4.887  2.423  0.00
H  3.009  5.284  0.969  0.00
H  2.953  3.601  1.661  0.00
H  1.443  5.826  2.580  0.00
H  2.651  5.490  3.803  0.00
H  1.595  3.412  3.904  0.00
H  5.139  4.435  1.889  0.00



[2]
# C17H14INNiO2PSe2

A structure of composition C17H14INNiO2PSe2 (wB97M-V/def2-TZVPD, the OMol25 dataset).

Results
- E_tot: -7811.3837 Ha
- <S²>: 2.010
- Charge: +1
- 2S+1: 3
- HOMO level (alpha / beta): -11.63 / -11.81 eV
- ΔE to the lowest compared entry with this formula, charge and spin: 0.0 kJ/mol

Each line ends with the Löwdin spin population.
Cartesian coordinates (Å):
Ni  -1.443  -0.246  -1.704  1.57
Se  1.184  -0.221  -1.934  0.05
P  0.900  -0.155  0.319  0.01
Se  -1.204  -0.230  0.742  0.07
C  1.692  1.350  0.864  0.00
C  1.015  2.200  1.734  0.00
C  1.640  3.348  2.201  0.00
C  2.927  3.654  1.789  0.00
C  3.599  2.815  0.907  0.00
C  2.987  1.665  0.444  0.00
C  1.793  -1.622  0.836  0.00
C  3.084  -1.863  0.350  0.00
C  3.782  -2.981  0.771  0.00
C  3.203  -3.859  1.680  0.00
C  1.923  -3.624  2.159  0.00
C  1.210  -2.513  1.734  0.00
H  0.004  1.970  2.042  0.00
H  1.117  4.005  2.881  0.00
H  3.409  4.554  2.149  0.00
H  4.599  3.063  0.576  0.00
H  3.517  1.033  -0.256  0.00
H  3.549  -1.189  -0.357  0.00
H  4.777  -3.169  0.391  0.00
H  3.752  -4.730  2.011  0.00
H  1.473  -4.311  2.864  0.00
H  0.206  -2.336  2.096  0.00
I  -2.732  -2.534  -2.464  0.03
C  -4.085  -0.964  -2.216  0.00
C  -5.447  -1.075  -2.374  0.00
C  -6.185  0.086  -2.171  0.00
C  -5.544  1.267  -1.831  0.00
C  -4.168  1.268  -1.695  0.00
N  -3.450  0.157  -1.886  0.04
H  -5.911  -2.013  -2.643  0.00
H  -7.260  0.062  -2.286  0.00
H  -6.099  2.181  -1.675  0.00
H  -3.604  2.156  -1.439  0.00
O  -0.833  1.376  -2.347  0.20
O  0.619  1.426  -2.264  0.02